The following is a DFT calculation (ωB97M-V with the def2-TZVPD basis set) of a molecular structure, C60H58BInN3O5P3S4Se2 at a distorted geometry.

```
137
Properties=species:S:1:pos:R:3:forces:R:3
In 1.87730 1.93757 1.45707 0.375 -0.314 -0.024
Se 1.95898 0.66171 -2.06406 0.449 0.518 0.070
Se 0.46963 -5.49525 -0.41103 0.152 -0.230 0.220
S 4.42163 4.46620 2.60104 1.747 -0.132 -0.383
S 4.61390 1.17189 1.05206 0.378 0.235 -0.542
S 2.33819 1.78557 4.53013 -0.357 -0.306 1.579
S 3.59615 3.72218 -0.80680 0.430 0.223 -0.187
P 0.71702 -1.04514 -2.14518 0.223 0.294 -0.552
P -1.10134 -4.22136 -1.05695 0.040 -0.186 -0.330
P 1.75390 -0.47555 2.50164 -0.480 -0.528 -0.438
O 1.25790 2.32122 3.62326 -0.096 0.251 -0.375
O 3.37997 1.11219 3.67750 0.523 -0.057 -0.148
O 3.11024 3.95329 2.16227 -1.291 -0.486 -0.125
O -0.52765 3.30680 -0.35151 -0.155 0.009 -0.912
O -0.52793 3.72503 1.87085 -0.255 0.425 0.976
N 0.37649 -1.10710 1.75580 -0.036 -0.364 -0.160
N 0.68246 -0.85009 0.36962 0.037 -0.044 -0.314
N -1.47436 -2.77515 0.91322 0.257 0.484 0.435
C 2.52161 -3.07383 1.74883 -0.201 0.136 -0.036
C -2.77979 -5.61399 0.70112 0.047 -0.102 -0.043
C -4.70051 5.93643 -1.20258 -0.079 0.082 -0.090
C -2.96282 0.88066 -4.07031 -0.002 0.013 -0.006
C -1.37046 -3.64490 -3.85193 -0.052 0.055 0.252
C 1.69163 -2.40781 -2.86121 -0.209 0.177 0.196
C -2.71829 -4.72377 -0.36129 0.101 -0.089 -0.098
C -3.63356 5.32620 -0.30224 -0.068 0.020 0.203
C 5.08510 2.77203 -1.30033 -0.532 0.313 0.094
C -3.89004 -4.20841 -0.90258 0.216 -0.066 -0.005
C -3.24707 -1.18036 1.47548 0.095 -0.009 0.080
C -5.11060 -4.57471 -0.36479 -0.194 0.134 -0.027
C -4.00440 -5.97629 1.23235 -0.105 -0.031 0.065
C -1.62935 4.31303 1.32512 -0.634 0.268 -0.854
C 2.59570 -2.91236 -1.92736 -0.088 -0.002 0.056
C 4.36789 5.24473 -0.12083 -0.396 -0.567 -0.133
C -5.86560 6.54447 -0.41298 0.218 -0.116 -0.127
C 3.43206 -4.10412 1.60174 0.056 -0.102 -0.008
C 2.72026 -3.75626 -4.55149 -0.019 0.011 -0.182
C -1.91671 -1.55563 1.48506 0.151 0.076 0.098
C -1.88214 -6.30965 -4.41879 -0.025 -0.050 0.025
C 5.96315 2.05326 1.95333 -0.526 -0.195 -0.130
C 0.37699 -0.97360 6.84698 -0.034 0.015 0.004
C 3.62219 -4.24909 -3.62419 0.007 0.010 0.066
C -0.84973 -0.22895 -4.34237 0.075 -0.122 0.103
C 3.54978 -3.83523 -2.30420 0.081 0.024 -0.057
C -2.62648 5.06377 1.90862 0.481 -0.294 0.093
C 0.14690 -1.65064 -0.53550 -0.084 0.358 0.539
C -1.79426 0.05024 -2.14825 0.070 -0.147 0.110
C -2.87525 0.71068 -2.69927 -0.084 0.090 -0.005
C -4.04405 7.05163 -2.03130 -0.151 -0.145 0.083
C -1.39099 -4.57414 -2.82824 0.090 0.243 0.224
C 5.49348 3.01639 3.02354 -0.332 0.486 -0.055
C -3.61968 0.00829 2.08480 -0.096 0.057 -0.039
C -5.17215 -5.45170 0.70622 -0.115 0.047 -0.002
C 0.10725 -1.96064 5.91305 -0.045 -0.054 0.116
C -1.32642 0.47070 2.66743 0.114 0.055 0.007
C -3.61696 5.55811 1.07333 -0.119 0.039 -0.165
C 4.74345 -3.93205 2.00909 0.080 -0.029 -0.046
C -0.94894 -0.69995 2.03275 -0.472 -0.134 -0.031
C 5.30374 5.05367 1.05458 -0.149 -0.067 0.537
C -2.61663 4.55979 -0.87664 0.388 -0.280 0.115
C 2.92020 -1.86164 2.29661 0.230 0.368 0.037
C -1.63217 4.06047 -0.05027 -0.456 0.488 0.658
C -1.94661 0.41163 -4.88746 -0.009 0.038 -0.173
C -5.27488 4.86283 -2.13717 0.060 0.169 0.139
C -0.89121 -2.56795 -0.41008 -0.213 -0.962 0.100
C 5.14099 -2.73406 2.58295 0.075 -0.009 0.050
C -1.58913 -4.04738 -5.15905 -0.043 0.007 -0.195
C -1.65032 -5.91058 -3.11843 0.003 -0.108 0.054
C 0.54178 -1.82988 4.60731 0.080 0.104 -0.003
C 1.07441 0.16341 6.47440 0.098 0.152 0.047
C 1.24067 -0.68667 4.23389 0.068 0.100 -0.163
C 1.75839 -2.82988 -4.18142 -0.085 0.039 0.045
C 4.23294 -1.70229 2.73052 0.019 0.080 0.049
C 5.16611 1.38296 -0.67532 -0.231 -0.155 0.332
C -0.78656 -0.44458 -2.97050 0.165 -0.025 0.012
C -1.84611 -5.37673 -5.44391 0.007 0.060 -0.102
C 1.49469 0.29696 5.16678 0.171 0.321 0.000
C -2.67221 0.80775 2.70373 -0.053 0.171 0.002
B 0.11805 3.13169 0.83237 0.908 -0.787 -0.037
H -4.51334 4.45638 -2.79614 0.056 -0.089 -0.100
H -0.81050 -3.23395 1.54167 -0.146 0.124 -0.182
H 4.23686 -4.22360 -1.56772 0.062 -0.034 0.081
H -3.22725 6.66045 -2.63278 0.097 -0.014 -0.083
H -4.77907 7.50356 -2.69431 -0.066 0.082 -0.120
H 2.55642 -2.56381 -0.90243 0.022 -0.056 0.032
H 6.18138 0.98792 -0.74652 -0.048 -0.037 -0.033
H 4.52416 -0.76720 3.18712 0.084 -0.063 0.022
H -6.61890 6.90610 -1.10984 -0.074 0.039 -0.062
H -1.86674 -6.02195 1.11722 0.066 0.043 -0.084
H -2.97735 1.72376 3.18987 -0.006 0.068 0.037
H 3.51227 5.85663 0.16378 0.012 0.080 -0.053
H -4.05736 -6.66630 2.06233 0.061 -0.051 0.067
H -5.70011 4.04882 -1.55364 -0.056 -0.121 0.013
H -1.72979 -0.07190 -1.07594 -0.032 -0.014 0.041
H -1.19102 -2.60676 -3.62303 -0.097 -0.047 -0.080
H 6.10995 4.36817 0.81700 0.072 -0.016 -0.019
H -0.45167 -2.83507 6.20593 -0.046 -0.136 0.028
H 4.89289 5.73854 -0.94123 -0.004 0.070 0.152
H -4.39435 6.15057 1.52576 -0.110 0.056 0.013
H -4.65758 0.30821 2.07325 -0.081 0.036 0.066
H 5.96047 3.38065 -1.07820 0.035 -0.011 -0.040
H 6.34513 3.44865 3.55071 0.050 0.045 0.048
H 5.45924 -4.72876 1.87388 0.076 -0.108 0.024
H -3.97273 -1.82668 1.00410 -0.058 -0.105 -0.019
H 3.10121 -5.03274 1.15743 -0.026 -0.039 -0.026
H 6.52685 1.26192 2.45202 0.081 0.108 -0.024
H 2.77198 -4.08661 -5.57906 -0.011 -0.009 -0.072
H 0.33031 -2.60515 3.88482 0.020 -0.031 -0.077
H 5.74419 6.01093 1.33833 0.034 0.001 0.004
H 0.03366 -1.08735 7.86303 -0.024 -0.008 0.133
H -3.84022 -3.51851 -1.73548 -0.035 0.034 -0.066
H -3.64335 1.10353 -2.05021 -0.105 0.017 0.076
H -3.64882 7.82531 -1.37522 0.060 0.070 0.030
H -6.05996 5.29323 -2.75526 -0.088 0.028 -0.095
H -6.32965 5.80191 0.23298 -0.070 -0.035 0.098
H 1.28899 0.93970 7.19288 0.009 0.122 0.109
H 6.16220 -2.60255 2.91473 0.043 -0.007 0.022
H -0.03679 -0.55646 -4.97433 0.028 0.024 -0.105
H 4.38928 -4.94413 -3.93306 0.000 -0.115 -0.017
H -0.57934 1.11919 3.11329 -0.126 0.037 0.022
H -2.08897 -7.34780 -4.63560 -0.005 -0.067 -0.008
H 5.00609 2.65436 -2.38146 0.234 -0.034 0.015
H 1.50426 -3.22639 1.42360 -0.111 0.007 -0.108
H -6.02219 -4.16782 -0.77866 -0.077 0.030 -0.050
H 1.07836 -2.44770 -4.92759 -0.074 0.008 -0.023
H -2.00114 0.56413 -5.95445 0.001 0.006 -0.126
H -3.81288 1.39025 -4.50046 -0.059 0.033 -0.045
H -2.02312 -5.69136 -6.46184 -0.005 0.001 -0.104
H -2.63094 5.26216 2.96786 0.004 0.026 0.144
H 6.61060 2.51046 1.20827 0.016 -0.021 -0.005
H -5.54177 7.39044 0.18915 -0.001 0.067 0.098
H -1.56250 -3.31846 -5.95771 -0.014 0.069 -0.047
H -6.13139 -5.71716 1.13049 -0.022 -0.050 -0.009
H -1.65631 -6.63376 -2.31414 0.010 -0.064 0.014
H 4.86754 2.45631 3.72231 0.170 0.223 0.090
H 4.48914 0.71770 -1.21294 0.088 -0.110 0.006
H -2.57612 4.35387 -1.93315 -0.003 -0.014 -0.173
```
Positions in Å, forces in eV/Å.

Properties
Kohn-Sham gap: 6.26 eV
largest force on an atom: 1.8 eV Å⁻¹

Mulliken atomic charge list, values in e, 6 entries:
1. In -0.0978
2. Se -0.1708
3. Se -0.3748
4. S 0.1112
5. S 0.9986
6. S -0.1955